{
  "formula": "C5H11N",
  "method": "ωB97M-V/def2-TZVPD",
  "de_lowest_kj_mol": 393.6,
  "total_charge": 0,
  "smiles": "CCN1C=C1.C",
  "e_tot_ha": -251.71263,
  "orbital_gap_ev": 9.1,
  "species": ["C", "C", "N", "C", "C", "H", "H", "H", "H", "H", "H", "H", "C", "H", "H", "H", "H"],
  "xyz": [[-1.8865, 1.0802, -0.2298], [-1.5163, -0.3933, -0.1218], [-0.9653, -0.6593, 1.2112], [0.2520, -1.5032, 1.2806], [0.4349, -0.2433, 1.4191], [-2.5976, 1.2865, -1.0347], [-2.3382, 1.4151, 0.7088], [-1.0016, 1.6960, -0.4210], [-2.4153, -1.0086, -0.1851], [-0.8519, -0.6829, -0.9537], [0.4346, -2.5429, 1.4707], [0.9489, 0.6919, 1.5601], [2.2954, 0.1608, -0.9302], [1.9028, -0.7709, -0.5038], [2.9819, 0.6755, -0.2510], [1.4774, 0.8447, -1.1763], [2.8446, -0.0464, -1.8433]],
  "atomic_forces_ev_per_a": [[0.0, 0.2, 0.0], [-0.2, 0.0, -0.2], [-0.5, 0.3, 0.3], [0.1, 0.2, 0.5], [-0.2, -0.3, -0.2], [0.1, -0.2, 0.0], [0.0, -0.1, -0.1], [0.0, 0.0, 0.1], [0.0, 0.0, -0.1], [0.1, 0.0, 0.2], [0.2, 0.0, -0.2], [0.1, -0.3, 0.1], [0.1, 0.1, -0.2], [0.3, 0.5, -0.2], [-0.2, -0.2, 0.1], [0.0, -0.2, 0.1], [0.0, -0.1, -0.2]]
}

***

{
  "formula": "C5H11N",
  "method": "ωB97M-V/def2-TZVPD",
  "de_lowest_kj_mol": 371.6,
  "total_charge": 0,
  "smiles": "CCN1C=C1.C",
  "e_tot_ha": -251.72100,
  "orbital_gap_ev": 9.4,
  "species": ["C", "C", "N", "C", "C", "H", "H", "H", "H", "H", "H", "H", "C", "H", "H", "H", "H"],
  "xyz": [[1.8775, 0.5878, 0.4759], [1.1009, 1.1095, -0.7236], [-0.2567, 0.5398, -0.7538], [-1.3489, 1.5431, -0.8575], [-1.1530, 1.0685, 0.3118], [2.9368, 0.8566, 0.4120], [1.4832, 1.0075, 1.4089], [1.7988, -0.5028, 0.5365], [1.0733, 2.2105, -0.7060], [1.5917, 0.8023, -1.6542], [-1.8769, 2.0742, -1.6310], [-1.3782, 0.8656, 1.3457], [-1.1799, -2.4649, 0.3412], [-1.0518, -1.6683, -0.3979], [-2.2375, -2.6124, 0.5712], [-0.6489, -2.1836, 1.2551], [-0.7616, -3.3996, -0.0404]],
  "atomic_forces_ev_per_a": [[0.0, 0.0, 0.1], [0.1, 0.1, -0.1], [0.2, -0.1, -0.1], [-0.1, 0.0, 0.2], [-0.2, 0.1, -0.1], [-0.2, 0.0, 0.0], [0.0, -0.1, -0.1], [0.0, 0.1, 0.0], [0.0, -0.1, 0.0], [-0.1, 0.0, 0.1], [0.1, 0.0, 0.1], [0.0, 0.1, -0.2], [0.0, 0.0, 0.0], [0.0, -0.2, 0.1], [0.1, 0.0, 0.0], [-0.1, -0.1, -0.1], [-0.1, 0.1, 0.0]]
}

***

{
  "formula": "C5H11N",
  "method": "ωB97M-V/def2-TZVPD",
  "de_lowest_kj_mol": 203.2,
  "total_charge": 0,
  "smiles": "CNC1CCC1",
  "e_tot_ha": -251.78513,
  "orbital_gap_ev": 10.2,
  "species": ["C", "N", "C", "C", "C", "C", "H", "H", "H", "H", "H", "H", "H", "H", "H", "H", "H"],
  "xyz": [[2.4459, -0.2176, 0.1182], [1.2977, 0.4221, -0.4562], [0.0860, 0.0723, 0.2571], [-0.8754, -1.0463, -0.1776], [-2.1060, -0.2323, 0.0123], [-1.2162, 1.0352, 0.0500], [2.5472, -1.3285, -0.1312], [3.4337, 0.0968, -0.1826], [2.4195, -0.0718, 1.2930], [1.4501, 1.4764, -0.2648], [0.2386, -0.0513, 1.3239], [-0.5323, -1.8555, 0.5763], [-0.6129, -1.3713, -1.1971], [-2.5355, -0.4733, 0.9716], [-2.8775, -0.2672, -0.6595], [-1.4332, 1.7459, 0.8610], [-1.1874, 1.4771, -0.9575]],
  "atomic_forces_ev_per_a": [[0.7, -2.0, 2.5], [0.1, 2.5, 0.1], [-2.5, 2.1, -0.6], [3.6, -2.9, 0.4], [1.5, 0.5, 2.3], [1.0, -0.4, 0.2], [-0.8, 1.2, 0.5], [0.0, 1.0, -0.5], [0.2, -0.7, -1.9], [-0.5, -2.1, -0.7], [0.4, 0.2, 0.4], [-1.7, 0.3, -1.5], [-0.4, 0.0, 0.3], [-0.2, 0.2, 0.5], [-1.7, -0.1, -2.0], [0.2, 0.1, -0.5], [0.1, 0.2, 0.5]]
}

***

{
  "formula": "C5H11N",
  "method": "ωB97M-V/def2-TZVPD",
  "de_lowest_kj_mol": 740.7,
  "total_charge": 0,
  "e_tot_ha": -251.58042,
  "orbital_gap_ev": 5.1,
  "species": ["C", "C", "C", "N", "C", "C", "H", "H", "H", "H", "H", "H", "H", "H", "H", "H", "H"],
  "xyz": [[-2.4670, 0.1358, -0.1286], [-1.8070, -1.0937, -0.2044], [-0.4031, -1.0834, -0.6141], [0.3478, -0.3486, 0.4236], [1.5957, 0.2718, -0.1935], [2.1732, 1.3031, 0.7826], [-2.0507, 1.1194, -0.3090], [-1.6945, -0.1590, 0.8390], [-3.5548, -0.0030, -0.0657], [-2.3173, -2.0439, -0.0761], [-0.2813, -0.5651, -1.5848], [0.0663, -2.0760, -0.7077], [1.7314, 0.5186, -1.2527], [1.8352, -0.7557, 0.0553], [2.8308, 0.7866, 1.4607], [1.3355, 1.8268, 1.2666], [2.6597, 2.1663, 0.3089]],
  "atomic_forces_ev_per_a": [[-0.7, -1.7, 0.2], [0.2, 0.1, -2.1], [2.1, 0.5, 0.6], [-3.4, 2.7, -0.3], [-0.2, -1.6, 1.9], [-0.8, 0.4, -0.9], [0.2, -0.3, -0.4], [0.4, 0.6, 0.8], [0.4, 0.6, 0.8], [-0.4, 0.3, 0.3], [-0.3, -0.1, -0.1], [-0.7, -0.4, -0.4], [-0.9, 0.1, -0.1], [3.4, -0.1, -1.0], [0.2, 0.3, 0.6], [0.1, -0.6, 0.4], [0.5, -0.6, -0.3]]
}

***

{
  "formula": "C5H11N",
  "method": "ωB97M-V/def2-TZVPD",
  "multiplicity": 2,
  "de_lowest_kj_mol": 277.5,
  "total_charge": 1,
  "e_tot_ha": -251.48135,
  "orbital_gap_ev": [9.3, 4.3],
  "species": ["C", "C", "C", "C", "C", "N", "H", "H", "H", "H", "H", "H", "H", "H", "H", "H", "H"],
  "xyz": [[0.9742, -0.5090, -1.2984], [0.6274, -0.8540, 0.1485], [-0.3114, 0.2961, 0.7417], [-1.0404, 1.1750, -0.1760], [-2.4091, 1.3192, -0.1614], [1.8547, -0.9899, 0.9707], [1.6863, -1.2533, -1.6864], [0.0787, -0.4950, -1.9226], [1.4633, 0.4661, -1.3032], [0.1364, -1.8341, 0.2341], [0.4364, 0.9541, 1.2544], [-0.9404, -0.0476, 1.5648], [-0.4407, 1.5659, -0.9904], [-2.8873, 1.9654, -0.9152], [-3.0072, 0.7916, 0.5823], [1.7720, -0.5641, 1.8854], [2.0069, -1.9864, 1.0718]],
  "atomic_forces_ev_per_a": [[0.4, -0.3, 0.3], [0.6, -0.3, 0.2], [0.0, 0.9, 1.1], [1.5, -1.8, -0.1], [-0.9, 0.6, -0.3], [-1.2, 0.2, -0.6], [-0.3, 0.3, 0.1], [0.0, 0.0, -0.1], [0.1, 0.0, -0.2], [-0.5, 0.5, -0.4], [0.0, 0.0, -0.5], [-0.1, -0.3, -0.2], [-0.3, 0.5, 0.0], [0.1, -0.4, 0.6], [0.0, 0.2, -0.2], [0.2, -0.1, 0.0], [0.4, 0.1, 0.3]]
}

***

{
  "formula": "C5H11N2",
  "method": "ωB97M-V/def2-TZVPD",
  "de_lowest_kj_mol": 582.6,
  "total_charge": 1,
  "e_tot_ha": -306.16158,
  "orbital_gap_ev": [7.9, 7.9],
  "species": ["C", "C", "C", "C", "C", "N", "N", "H", "H", "H", "H", "H", "H", "H", "H", "H", "H", "H"],
  "xyz": [[2.8588, -0.4950, -0.1653], [1.6546, -0.4285, -0.2375], [-1.8428, -1.4155, 0.2301], [-0.3349, 1.6613, -1.6227], [0.2505, -0.3744, -0.3145], [-0.5343, -1.3757, -0.0308], [-0.3702, 1.0039, -0.2192], [3.8320, -0.6879, -0.2149], [-2.6421, -0.6455, -0.0094], [1.5669, 0.8078, -3.5470], [-2.3001, -2.4364, 0.4368], [0.5907, 1.8783, -2.0362], [-0.9139, 1.1086, -2.3223], [-0.8042, 2.6286, -1.5545], [1.0615, 0.3307, -3.2019], [-0.0033, -2.2999, 0.1587], [0.2314, 1.6103, 0.3625], [-1.3053, 0.9165, 0.0383]],
  "atomic_forces_ev_per_a": [[-4.1, 0.3, -0.1], [0.3, 0.0, 0.0], [-1.4, -1.6, -0.4], [-2.3, 0.9, 1.4], [1.5, 2.5, 0.0], [-1.7, -2.7, 1.6], [3.7, -0.4, -3.3], [3.5, -0.4, 0.0], [1.7, -0.6, 0.2], [-0.7, -0.9, 0.4], [1.0, 1.6, -0.2], [2.1, -0.3, 0.1], [-0.4, -0.9, -0.3], [-0.5, 0.4, 0.4], [1.0, 0.6, -0.8], [-1.1, 1.9, -0.6], [-0.7, -0.4, 0.3], [-2.0, 0.2, 1.2]]
}

***

{
  "formula": "C5H11N2",
  "method": "ωB97M-V/def2-TZVPD",
  "de_lowest_kj_mol": 407.1,
  "total_charge": 1,
  "e_tot_ha": -306.22843,
  "orbital_gap_ev": 6.6,
  "species": ["C", "C", "C", "C", "C", "N", "N", "H", "H", "H", "H", "H", "H", "H", "H", "H", "H", "H"],
  "xyz": [[-1.4128, -0.1280, -0.4441], [-2.2884, -0.5086, 0.4779], [-0.9620, 0.7351, -1.5310], [0.8697, -1.1681, -1.2660], [1.4829, 1.1136, 1.3547], [0.7281, 0.5553, 2.2142], [-0.1467, -0.2728, -0.8234], [-2.0841, -1.3759, 1.1704], [-3.3034, -0.1173, 0.7182], [-1.2025, 0.4710, -2.5379], [-0.7307, 1.8461, -1.4716], [1.0277, -1.9699, -0.4095], [0.6046, -1.7530, -2.2446], [1.8222, -0.6182, -1.4974], [2.4949, 0.7770, 1.2533], [1.2417, 2.0333, 0.8284], [-0.2750, 0.7308, 2.4360], [1.0447, -0.3958, 2.5895]],
  "atomic_forces_ev_per_a": [[-1.4, -0.1, 0.9], [-0.9, -1.1, 1.8], [0.8, 1.2, -0.2], [0.4, -2.8, -0.4], [-0.4, 0.9, 0.2], [-0.3, -2.6, 0.7], [1.6, 1.8, -0.1], [0.2, 0.9, -1.0], [1.1, 0.1, -1.0], [-0.5, -0.3, -0.5], [-0.2, -1.5, 0.5], [-0.1, 1.6, -1.9], [0.3, 0.9, 1.7], [-0.9, -0.5, 0.5], [0.3, -0.6, -0.2], [-0.5, -0.2, 0.2], [0.9, 0.4, -0.7], [-0.4, 1.9, -0.4]]
}

***

{
  "formula": "C5H11N2",
  "method": "ωB97M-V/def2-TZVPD",
  "de_lowest_kj_mol": 142.4,
  "total_charge": 1,
  "e_tot_ha": -306.32924,
  "orbital_gap_ev": 8.9,
  "species": ["C", "C", "C", "C", "C", "N", "N", "H", "H", "H", "H", "H", "H", "H", "H", "H", "H", "H"],
  "xyz": [[-3.2632, 0.1797, 0.2147], [0.3821, -0.7145, -0.6454], [1.3711, 0.1095, -0.0093], [2.1738, -0.3522, 0.9691], [1.4715, 1.5106, -0.5245], [-2.0253, 0.3933, 0.2265], [0.0595, -1.9203, -0.3004], [-0.1310, -0.2920, -1.5012], [2.1517, -1.3616, 1.3444], [-4.0256, 0.8204, 0.6567], [2.9166, 0.2893, 1.4111], [0.5136, 2.0165, -0.4253], [1.7409, 1.5105, -1.5792], [2.2210, 2.0752, 0.0210], [0.4737, -2.3717, 0.5080], [-3.6201, -0.7207, -0.2700], [-1.7493, 1.2552, 0.6991], [-0.6610, -2.4271, -0.7955]],
  "atomic_forces_ev_per_a": [[-0.4, 0.0, 0.1], [-0.5, -0.6, 0.0], [0.9, 0.1, 0.8], [-0.5, 0.1, -0.6], [-0.1, 0.1, -0.1], [0.9, 0.2, -0.1], [0.3, 0.2, -0.1], [0.0, -0.2, 0.0], [-0.1, -0.2, 0.0], [0.1, 0.1, 0.1], [0.1, 0.1, 0.1], [-0.1, 0.1, 0.0], [0.0, 0.1, -0.1], [0.0, 0.0, 0.0], [-0.1, 0.1, -0.1], [-0.1, -0.2, -0.1], [-0.4, 0.0, 0.1], [0.0, 0.0, 0.0]]
}

***

{
  "formula": "C5H11N2",
  "method": "ωB97M-V/def2-TZVPD",
  "de_lowest_kj_mol": 100.5,
  "total_charge": 1,
  "smiles": "C=C(C)/C(N)=[NH+]/C",
  "e_tot_ha": -306.34518,
  "orbital_gap_ev": 11.1,
  "species": ["C", "C", "C", "C", "N", "N", "C", "H", "H", "H", "H", "H", "H", "H", "H", "H", "H", "H"],
  "xyz": [[-1.9404, -0.9414, 0.4005], [-1.2026, 0.0231, -0.0339], [-1.5764, 1.3740, -0.4238], [0.2220, -0.2979, -0.2465], [0.3780, -1.4454, -0.8597], [1.1116, 0.4536, 0.3142], [2.5109, 0.2920, 0.5585], [-3.0420, -0.7837, 0.5523], [-1.5120, -1.8093, 0.6743], [-2.7093, 1.5031, -0.3407], [-1.2916, 1.5345, -1.4417], [-1.0593, 2.2056, 0.0456], [-0.4868, -1.8779, -1.0541], [1.1998, -2.1235, -1.0768], [0.6769, 1.0175, 0.9529], [2.9500, 0.0801, -0.3988], [2.8701, -0.4386, 1.3227], [2.9012, 1.2341, 1.0550]],
  "atomic_forces_ev_per_a": [[-4.2, 1.6, 0.4], [1.7, 1.4, -0.6], [-2.4, 1.2, -0.2], [-0.1, -1.8, 0.4], [2.9, -2.2, -1.1], [0.8, -0.8, -0.1], [1.9, 0.6, 1.0], [1.3, -0.3, -0.1], [1.0, -3.1, 0.9], [1.6, 0.1, 0.0], [-0.1, 0.0, -1.0], [-0.1, -0.1, 0.7], [-0.9, -0.5, -0.7], [-1.4, 2.4, 0.9], [-1.1, 2.2, 1.7], [0.8, 0.1, -0.2], [-1.1, -0.2, -0.7], [-0.5, -0.8, -1.3]]
}

***

{
  "formula": "C5H11N2",
  "method": "ωB97M-V/def2-TZVPD",
  "de_lowest_kj_mol": 379.8,
  "total_charge": 1,
  "smiles": "C=N[N+](=C)C(C)C",
  "e_tot_ha": -306.23880,
  "orbital_gap_ev": 10.6,
  "species": ["C", "N", "N", "C", "C", "C", "C", "H", "H", "H", "H", "H", "H", "H", "H", "H", "H", "H"],
  "xyz": [[0.8099, -0.8600, 2.6095], [0.6066, -1.0327, 1.3637], [0.8038, -0.1322, 0.4097], [1.7824, 0.3419, -0.2468], [-0.6382, -0.1512, -0.5308], [-0.6215, -0.4513, -2.0039], [-1.2288, 1.1857, -0.1532], [0.7784, -1.7351, 3.2870], [0.9603, 0.0765, 3.0688], [2.8036, 0.3559, 0.2311], [1.5655, 0.6040, -1.2933], [-1.1035, -0.8601, 0.1294], [-1.6109, -1.1068, -2.0311], [-0.8209, 0.4371, -2.6572], [0.1289, -1.2193, -2.2382], [-0.6762, 1.9657, -0.6179], [-1.2013, 1.4534, 0.9813], [-2.3380, 1.1283, -0.3080]],
  "atomic_forces_ev_per_a": [[-0.4, -1.0, -0.4], [1.6, -1.4, 2.1], [-2.8, 0.4, -4.4], [1.8, -0.4, 1.4], [0.4, 1.3, 2.9], [-2.3, -1.7, 0.6], [-1.3, -0.1, 2.4], [-0.3, 0.4, -0.7], [0.5, 1.3, 0.3], [-1.0, 0.0, -0.9], [0.4, 0.4, 0.7], [-0.3, -0.9, -0.5], [1.8, 1.4, -0.4], [0.9, -0.9, 0.5], [0.0, 0.7, -0.5], [-0.2, 0.9, -0.8], [0.3, -0.9, -1.7], [1.0, 0.5, -0.6]]
}